No. 1
C9H21CoI2O3P2 | ωB97M-V/def2-TZVPD

Calculated values
- HOMO (alpha / beta): -13.34 / -14.52 eV
- ΔE to the lowest compared entry with this formula, charge and spin: 112.4 kJ/mol
- Gap between HOMO and LUMO (alpha / beta): 4.000 / 3.631 eV

The geometry in ORCA input format:
```
! RIJCOSX wB97M-V def2-TZVPD def2/J DEFGRID3
* xyz 2 5
I 2.93 -1.24 -4.35
I 0.29 -2.31 -4.57
Co -0.13 -0.20 -0.41
P 0.26 -2.16 0.47
C -1.12 -3.38 0.62
C 1.54 -3.18 -0.34
H 1.74 -4.11 0.22
H 1.09 -3.18 2.57
H 2.46 -2.58 -0.36
H 1.74 -1.55 2.31
H -1.50 -3.59 -0.39
H 1.22 -3.37 -1.37
C 0.84 -2.17 2.22
H -0.80 -4.32 1.09
H 0.07 -1.77 2.90
H -1.93 -2.95 1.22
P -0.21 1.80 -1.24
C -1.80 2.45 -1.91
C 0.22 3.19 -0.11
H 1.94 1.91 -2.32
H 0.88 3.21 -2.95
H 0.66 1.47 -3.47
C 0.92 2.15 -2.64
H 1.21 3.02 0.32
H 0.24 4.16 -0.62
H -1.72 3.48 -2.29
H -2.56 2.44 -1.12
H -0.51 3.28 0.71
H -2.13 1.79 -2.72
C -1.81 -0.58 -0.82
O -2.95 -0.76 -0.93
C 0.25 1.65 3.44
O 0.42 1.04 2.14
C -0.65 0.54 1.49
O -1.77 0.50 1.97
H -0.78 1.58 3.75
H 0.57 2.68 3.37
H 0.90 1.12 4.12
*
```

No. 2
C12H76O26 | ωB97M-V/def2-TZVPD

Calculated values
- HOMO: -8.77 eV
- Gap between HOMO and LUMO: 8.466 eV

The geometry in ORCA input format:
```
! RIJCOSX wB97M-V def2-TZVPD def2/J DEFGRID3
* xyz 0 1
C 3.63 -3.80 0.14
O 4.24 -4.58 -0.77
H 4.43 -3.19 0.58
H 2.95 -3.11 -0.36
H 3.07 -4.45 0.81
H 4.66 -5.33 -0.34
C 0.23 2.32 -4.62
O 0.97 2.73 -5.76
H 0.65 1.43 -4.16
H 0.29 3.09 -3.85
H -0.78 2.00 -4.88
H 1.88 2.91 -5.52
C 0.39 -5.36 0.26
O -0.87 -4.87 0.78
H 0.71 -4.61 -0.47
H 1.18 -5.38 1.01
H 0.33 -6.35 -0.18
H -1.43 -4.72 0.01
C -5.00 0.70 4.68
O -5.50 1.95 4.34
H -5.01 0.64 5.77
H -5.80 0.03 4.35
H -4.05 0.47 4.19
H -5.98 2.37 5.05
C 6.19 0.53 -0.37
O 4.98 0.01 -0.88
H 6.87 -0.26 -0.07
H 6.71 1.05 -1.18
H 6.07 1.23 0.46
H 5.16 -0.76 -1.42
C -0.66 -0.18 -0.05
O 0.47 -0.81 -0.70
H -1.32 -0.93 0.38
H -0.30 0.48 0.75
H -1.13 0.46 -0.79
H 0.22 -1.28 -1.50
C -1.26 -0.39 3.57
O -1.22 -1.43 4.53
H -1.38 0.57 4.08
H -0.36 -0.39 2.95
H -2.13 -0.58 2.95
H -1.04 -2.23 4.02
C -1.07 4.63 -1.16
O -0.92 4.51 0.25
H -0.74 3.73 -1.68
H -2.09 4.83 -1.48
H -0.37 5.42 -1.45
H -1.37 5.26 0.63
C 3.81 2.30 2.81
O 3.74 3.38 3.73
H 3.00 1.65 3.14
H 3.68 2.59 1.77
H 4.73 1.73 2.81
H 2.94 3.88 3.61
C 5.38 -2.08 -3.26
O 5.71 -2.43 -1.93
H 4.43 -1.56 -3.27
H 6.16 -1.44 -3.68
H 5.29 -3.00 -3.84
H 5.16 -3.17 -1.67
C 2.79 2.95 -1.28
O 4.04 3.56 -1.00
H 2.98 1.88 -1.40
H 2.15 3.18 -0.42
H 2.28 3.23 -2.19
H 4.67 3.34 -1.69
C 0.31 -2.46 -3.86
O -0.16 -1.20 -3.43
H 1.03 -2.81 -3.12
H -0.44 -3.24 -3.72
H 0.53 -2.37 -4.92
H -0.92 -1.00 -3.98
O -4.55 -3.06 1.05
H -4.86 -3.81 1.56
H -4.03 -3.45 0.35
O -1.67 2.82 2.18
H -1.53 3.38 1.42
H -2.46 2.33 1.97
O -3.49 -2.29 -3.27
H -4.38 -2.42 -3.60
H -3.17 -1.52 -3.74
O -2.24 -0.38 -5.01
H -2.74 0.40 -4.79
H -2.35 -0.47 -5.96
O 1.97 -2.50 2.99
H 2.11 -1.69 2.49
H 2.70 -2.52 3.61
O -0.12 -3.95 3.42
H 0.69 -3.47 3.26
H -0.47 -4.13 2.55
O -4.51 2.95 -0.68
H -4.41 2.66 0.22
H -4.35 3.89 -0.65
O -2.18 3.57 4.83
H -2.10 3.33 3.91
H -1.63 4.36 4.91
O 1.46 4.83 3.25
H 1.38 5.71 3.62
H 0.56 4.56 3.08
O -4.19 1.99 1.84
H -4.68 1.97 2.67
H -4.47 1.21 1.37
O 2.54 -0.42 1.34
H 1.88 -0.80 0.76
H 3.22 -0.08 0.75
O -5.14 -0.15 0.62
H -4.86 -1.07 0.62
H -6.01 -0.16 0.22
O -3.43 1.69 -3.53
H -4.07 2.26 -3.94
H -3.65 1.70 -2.60
O -2.74 -4.15 -1.36
H -3.04 -4.92 -1.84
H -2.78 -3.43 -2.00
*
```

No. 3
C26H40F8O7 | ωB97M-V/def2-TZVPD

Calculated values
- HOMO: -9.70 eV
- Gap between HOMO and LUMO: 8.830 eV
- Structure (SMILES): C[C@@H](F)CC1=CC(=O)c2cc(C(F)(F)C(F)(F)C(F)(F)F)ccc2C1=O.CCO.CCO.CCO.CCO.CCO

The geometry in ORCA input format:
```
! RIJCOSX wB97M-V def2-TZVPD def2/J DEFGRID3
* xyz 0 1
C 3.66 4.92 2.69
C 4.69 3.97 2.12
F 5.94 4.55 2.33
C 4.73 2.58 2.80
C 3.34 2.01 2.93
C 2.67 2.15 4.06
C 1.27 1.60 4.13
O 0.79 1.12 5.14
C 0.53 1.67 2.83
C -0.82 1.93 2.82
C -1.48 2.01 1.63
C -2.96 2.33 1.64
F -3.30 2.56 0.34
F -3.74 1.31 2.04
C -3.32 3.66 2.40
F -2.26 4.45 2.52
F -4.21 4.33 1.65
C -4.02 3.46 3.77
F -3.35 2.62 4.58
F -5.25 2.99 3.62
F -4.06 4.64 4.38
C -0.76 1.81 0.45
C 0.57 1.57 0.46
C 1.22 1.50 1.67
C 2.70 1.27 1.79
O 3.32 0.52 1.06
H 2.65 4.54 2.57
H 3.80 5.08 3.76
H 3.69 5.90 2.21
H 4.48 3.83 1.06
H 5.22 2.63 3.77
H 5.30 1.93 2.14
H 3.08 2.68 4.90
H -1.29 2.06 3.79
H -1.24 1.89 -0.51
H 1.14 1.43 -0.45
C -3.33 -2.65 0.26
C -2.36 -1.73 0.97
O -2.39 -0.41 0.41
H -3.09 -2.71 -0.81
H -3.29 -3.65 0.68
H -4.35 -2.27 0.34
H -1.34 -2.10 0.86
H -2.60 -1.67 2.03
H -3.29 -0.09 0.50
C 0.68 -2.60 -2.18
C 0.90 -1.17 -1.71
O 0.08 -0.26 -2.45
H 0.92 -2.69 -3.24
H 1.31 -3.29 -1.62
H -0.36 -2.89 -2.05
H 1.94 -0.87 -1.86
H 0.65 -1.07 -0.65
H -0.84 -0.51 -2.31
C 4.67 -2.78 -5.80
C 3.26 -3.03 -5.31
O 3.23 -3.31 -3.92
H 5.30 -3.65 -5.59
H 4.69 -2.58 -6.87
H 5.11 -1.93 -5.27
H 2.83 -3.90 -5.82
H 2.62 -2.16 -5.52
H 3.60 -2.55 -3.46
C -2.38 2.34 -4.31
C -1.17 3.11 -3.81
O -0.53 2.42 -2.74
H -3.10 2.19 -3.50
H -2.88 2.87 -5.12
H -2.09 1.35 -4.67
H -1.47 4.09 -3.43
H -0.45 3.26 -4.62
H -0.25 1.55 -3.07
C -2.80 -7.98 0.50
C -2.31 -6.54 0.48
O -2.78 -5.82 1.62
H -3.89 -8.01 0.52
H -2.45 -8.52 -0.38
H -2.44 -8.49 1.39
H -2.69 -6.02 -0.40
H -1.22 -6.50 0.46
H -2.44 -6.27 2.40
*
```

No. 4
C34H48FLuN4O4P2S3Te | ωB97M-V/def2-TZVPD

Calculated values
- HOMO: -1.31 eV
- ΔE to the lowest compared entry with this formula, charge and spin: 133.5 kJ/mol
- Gap between HOMO and LUMO: 5.253 eV

The geometry in ORCA input format:
```
! RIJCOSX wB97M-V def2-TZVPD def2/J DEFGRID3
* xyz -2 1
Lu -14.18 -7.78 12.73
S -10.34 -7.67 16.43
C -11.79 -7.94 15.55
S -12.40 -6.68 14.50
S -12.74 -9.39 15.54
N -12.20 -9.34 12.15
C -11.24 -8.35 11.76
C -10.13 -8.15 12.55
C -9.26 -7.12 12.31
C -9.54 -6.25 11.25
C -10.58 -6.51 10.44
C -11.48 -7.57 10.62
C -12.71 -7.77 9.84
C -12.55 -7.63 8.47
C -13.67 -7.75 7.60
C -14.94 -7.90 8.11
C -15.07 -8.05 9.48
C -13.97 -7.93 10.37
H -12.03 -9.75 13.08
H -12.52 -9.97 11.47
H -10.06 -8.81 13.39
H -8.42 -6.91 12.98
H -8.93 -5.40 11.02
H -10.70 -5.88 9.55
H -11.58 -7.41 7.98
H -13.48 -7.66 6.55
H -15.80 -7.72 7.48
H -16.07 -8.17 9.91
C -15.20 -6.96 17.36
O -16.40 -7.64 16.93
P -16.34 -8.08 15.35
O -16.41 -9.69 15.34
C -17.27 -10.39 16.20
O -17.95 -7.72 15.05
C -18.55 -8.27 13.90
H -14.54 -6.59 16.55
H -14.53 -7.72 17.86
H -15.47 -6.19 18.09
H -17.29 -11.40 15.78
H -18.31 -9.98 16.25
H -16.83 -10.45 17.19
H -19.62 -7.86 13.87
H -18.57 -9.33 13.90
H -18.13 -7.87 12.98
O -14.07 -5.49 12.11
P -14.34 -4.04 12.11
N -14.97 -3.62 10.58
C -16.05 -2.62 10.38
C -17.12 -3.29 9.50
C -16.34 -4.30 8.69
C -15.26 -4.79 9.72
N -15.48 -3.49 13.21
C -14.90 -2.85 14.45
C -15.64 -3.55 15.57
C -17.08 -3.71 14.99
C -16.77 -4.11 13.51
N -12.99 -3.20 12.32
C -11.78 -3.83 12.81
C -10.63 -2.97 12.23
C -11.29 -2.26 11.06
C -12.72 -1.98 11.57
H -15.66 -1.77 9.87
H -16.42 -2.31 11.36
H -17.65 -2.57 8.94
H -17.86 -3.82 10.13
H -15.78 -3.78 7.87
H -16.92 -5.09 8.21
H -14.28 -5.14 9.31
H -15.56 -5.64 10.34
H -15.11 -1.72 14.46
H -13.83 -3.02 14.45
H -15.59 -3.07 16.56
H -15.19 -4.52 15.70
H -17.61 -2.72 15.07
H -17.59 -4.47 15.59
H -17.56 -3.64 12.91
H -16.73 -5.20 13.35
H -11.85 -4.86 12.41
H -11.78 -3.98 13.89
H -9.75 -3.55 11.98
H -10.33 -2.28 12.97
H -11.34 -2.94 10.25
H -10.74 -1.36 10.87
H -13.46 -1.95 10.77
H -12.79 -1.02 12.14
F -16.15 -7.23 12.56
Te -15.35 -11.35 12.53
C -15.56 -12.08 10.53
C -16.64 -12.94 10.29
C -16.80 -13.55 9.05
C -15.97 -13.35 8.02
C -14.84 -12.50 8.23
C -14.68 -11.89 9.49
H -17.29 -13.20 11.08
H -17.68 -14.22 8.96
H -16.18 -13.77 7.08
H -14.02 -12.30 7.55
H -13.87 -11.19 9.61
*
```

No. 5
C25H27KN7O6S | ωB97M-V/def2-TZVPD

Calculated values
- HOMO: -4.44 eV
- ΔE to the lowest compared entry with this formula, charge and spin: 134.3 kJ/mol
- Gap between HOMO and LUMO: 6.721 eV

The geometry in ORCA input format:
```
! RIJCOSX wB97M-V def2-TZVPD def2/J DEFGRID3
* xyz -1 1
K -0.01 -0.13 0.84
O -1.03 -4.66 0.35
C -0.82 -3.38 0.74
O 0.07 -2.72 0.30
C -1.84 -2.96 1.78
O -1.61 -1.72 2.38
C -0.57 -1.74 3.38
C -0.44 -0.33 4.00
O -0.95 -0.15 5.12
O 0.20 0.52 3.31
H -0.41 -4.82 -0.37
H -1.89 -3.77 2.52
H -2.80 -2.91 1.27
H 0.36 -2.06 2.90
H -0.86 -2.44 4.17
C 4.95 -1.05 -1.27
C 3.74 -1.05 -0.37
N 2.64 -0.47 -0.67
N 2.65 0.29 -1.80
C 1.44 0.73 -2.14
O 0.33 0.45 -1.63
C 1.45 1.70 -3.30
C 2.61 2.03 -4.00
C 2.57 2.92 -5.06
C 1.37 3.51 -5.44
C 0.21 3.18 -4.75
C 0.25 2.29 -3.69
C 3.85 -1.73 0.94
C 5.04 -2.39 1.29
C 5.16 -2.99 2.53
C 4.11 -2.90 3.42
C 2.97 -2.22 3.00
N 2.83 -1.66 1.81
H 4.69 -0.57 -2.21
H 5.79 -0.50 -0.82
H 5.30 -2.07 -1.47
H 3.54 1.57 -3.69
H 3.48 3.17 -5.59
H 1.34 4.20 -6.26
H -0.73 3.63 -5.04
H -0.64 2.01 -3.14
H 5.86 -2.44 0.59
H 6.08 -3.50 2.80
H 4.16 -3.33 4.41
H 2.14 -2.12 3.69
S -2.62 -2.08 -1.98
C -3.40 -0.72 -2.53
N -3.12 0.49 -1.96
C -3.66 1.65 -2.35
C -4.54 1.67 -3.39
C -4.82 0.41 -3.96
N -4.30 -0.72 -3.57
H -2.50 0.50 -1.15
H -3.34 2.52 -1.78
H -4.99 2.58 -3.74
H -5.52 0.35 -4.79
C -4.36 2.35 3.55
N -3.03 2.38 2.98
C -1.90 2.65 3.89
C -2.83 1.89 1.78
N -2.69 1.48 0.71
H -4.55 3.29 4.08
H -4.47 1.52 4.26
H -5.10 2.24 2.76
H -1.97 3.69 4.24
H -0.96 2.48 3.36
H -1.91 1.96 4.72
*
```

No. 6
C5H10O | ωB97M-V/def2-TZVPD

Calculated values
- HOMO (alpha / beta): -7.21 / -7.45 eV
- ΔE to the lowest compared entry with this formula, charge and spin: 573.1 kJ/mol
- Gap between HOMO and LUMO (alpha / beta): 7.883 / 7.865 eV

The geometry in ORCA input format:
```
! RIJCOSX wB97M-V def2-TZVPD def2/J DEFGRID3
* xyz 0 1
C 2.09 0.11 0.39
C 0.61 0.19 0.19
C -0.02 -0.46 -1.10
C -1.46 -0.51 -0.97
C -1.24 0.61 1.05
O -0.10 -0.18 1.32
H 2.40 0.84 1.15
H 2.62 0.34 -0.55
H 2.41 -0.88 0.73
H -0.63 1.17 0.10
H 0.36 0.05 -1.98
H 0.38 -1.49 -1.08
H -1.91 -1.35 -0.45
H -2.10 -0.03 -1.71
H -2.20 0.11 1.23
H -1.20 1.49 1.70
*
```

No. 7
C2H2FN3O | ωB97M-V/def2-TZVPD

Calculated values
- HOMO: -11.02 eV
- ΔE to the lowest compared entry with this formula, charge and spin: 177.5 kJ/mol
- Gap between HOMO and LUMO: 9.871 eV
- Structure (SMILES): O[C@]1(F)C=NN=N1

The geometry in ORCA input format:
```
! RIJCOSX wB97M-V def2-TZVPD def2/J DEFGRID3
* xyz 0 1
O -0.86 1.13 -0.71
C -0.20 0.41 0.27
F 0.05 1.22 1.34
C 1.02 -0.25 -0.43
N 0.98 -1.50 -0.21
N -0.08 -1.71 0.68
N -0.84 -0.71 0.85
H -1.84 1.09 -0.62
H 1.76 0.31 -1.16
*
```

No. 8
C2H2S2 | ωB97M-V/def2-TZVPD

Calculated values
- HOMO: -8.79 eV
- ΔE to the lowest compared entry with this formula, charge and spin: 236.0 kJ/mol
- Gap between HOMO and LUMO: 8.265 eV

The geometry in ORCA input format:
```
! RIJCOSX wB97M-V def2-TZVPD def2/J DEFGRID3
* xyz 0 1
C -2.06 -0.47 0.12
C 0.94 0.43 -0.37
S -2.09 -1.74 0.97
S 1.86 1.74 0.00
H 1.39 -0.53 -0.48
H -0.05 0.57 -0.24
*
```